78
Properties=species:S:1:pos:R:3:forces:R:3:mulliken_charge:R:1 method="wB97M-V/def2-TZVPD" fmax_ev_per_a=2.053 orbital_gap_ev=2.212 total_energy_ev=-276005.068 molar_mass_g_mol=778.769 charge=+3 de_lowest_kcal_mol=0.0
Pd -0.230 -0.074 -0.120 0.967 0.619 0.231 -0.170
C 3.675 -1.364 -0.347 -0.473 -0.527 0.045 -1.215
As 2.392 0.096 -0.098 0.543 1.321 0.038 0.731
C 3.189 0.845 1.538 -0.291 -0.150 0.163 -1.230
C 3.077 1.246 -1.584 -0.410 -0.166 -0.126 -1.982
C 2.744 2.747 -1.720 0.047 0.114 0.300 2.111
C 3.259 3.187 -3.107 -0.228 -0.052 0.083 -2.064
C 1.237 3.018 -1.702 -0.226 -0.210 -0.117 -1.860
As 0.046 2.658 -0.134 0.089 0.073 -1.632 0.755
C 0.459 4.186 1.050 -0.096 -0.510 0.691 -1.026
C -1.566 3.394 -0.968 -0.210 -0.382 0.182 -1.257
C 3.461 3.560 -0.642 0.899 0.573 0.174 -1.250
As 3.412 5.573 -0.826 -1.912 0.588 -0.461 0.155
C 3.993 6.160 0.939 0.756 -0.475 -0.132 -1.078
C 4.919 6.181 -1.912 0.465 -0.690 0.483 -1.105
H 4.680 -1.000 -0.115 -0.232 0.210 0.005 0.526
H 3.658 -1.745 -1.368 -0.019 0.129 0.056 0.345
H 3.443 -2.183 0.336 0.050 0.051 -0.012 0.416
H 4.157 1.303 1.321 -0.188 -0.064 -0.172 0.421
H 3.355 0.021 2.235 -0.063 0.008 -0.067 0.492
H 2.538 1.569 2.033 0.055 -0.043 -0.174 0.266
H 2.717 0.735 -2.487 0.048 -0.048 0.071 0.568
H 4.168 1.135 -1.574 -0.146 -0.135 0.175 0.679
H 2.800 2.599 -3.898 -0.091 -0.070 -0.117 0.523
H 4.337 3.058 -3.189 0.103 0.044 0.091 0.436
H 3.014 4.236 -3.293 0.066 -0.073 0.052 0.461
H 0.771 2.458 -2.524 -0.071 0.105 0.102 0.605
H 1.100 4.093 -1.901 -0.162 -0.239 0.184 0.666
H 0.791 5.018 0.415 -0.004 -0.372 -0.187 0.275
H 1.221 3.956 1.795 0.005 -0.012 -0.138 0.306
H -0.448 4.479 1.581 -0.014 -0.132 -0.087 0.566
H -1.382 4.417 -1.304 0.168 -0.085 0.125 0.526
H -2.377 3.403 -0.236 0.071 0.043 -0.078 0.403
H -1.865 2.786 -1.825 0.120 0.050 0.110 0.377
H 4.529 3.324 -0.644 -0.033 -0.371 0.160 0.830
H 3.048 3.342 0.349 0.171 0.070 0.000 -0.045
H 3.318 5.868 1.738 -0.149 -0.087 -0.044 0.280
H 4.087 7.245 0.944 -0.073 -0.010 -0.133 0.421
H 4.979 5.729 1.121 0.010 0.118 0.272 0.366
H 4.780 6.034 -2.979 -0.179 -0.092 0.020 0.368
H 5.806 5.641 -1.578 0.195 0.177 -0.186 0.369
H 5.059 7.246 -1.726 -0.112 -0.049 0.100 0.415
C -3.533 0.586 1.474 0.071 0.008 -0.029 -0.981
As -2.809 -0.128 -0.198 -0.298 0.485 0.325 0.510
C -3.976 0.828 -1.457 0.253 0.002 -0.166 -1.182
C -3.672 -1.880 -0.266 0.224 -0.122 -0.085 -1.023
H -4.620 0.628 1.390 0.061 -0.049 -0.043 0.444
H -3.162 1.595 1.665 0.019 -0.111 -0.114 0.308
H -3.272 -0.044 2.323 0.036 -0.022 -0.063 0.266
H -4.962 0.365 -1.376 0.131 0.012 0.075 0.439
H -3.643 0.742 -2.492 0.058 -0.014 0.114 0.408
H -4.064 1.881 -1.188 0.123 -0.141 0.027 0.392
H -4.749 -1.719 -0.332 0.105 0.073 0.006 0.489
H -3.465 -2.467 0.625 0.005 0.089 0.026 0.200
H -3.347 -2.445 -1.140 -0.022 0.085 -0.030 0.392
C -2.471 -4.082 2.886 0.209 0.030 -0.240 -0.449
C -2.026 -2.762 3.000 0.282 0.351 -0.046 -0.850
C -1.208 -2.226 2.034 -0.098 0.479 0.432 -0.231
C -0.794 -3.010 0.922 0.305 -0.120 -0.046 -0.051
C -1.285 -4.337 0.807 0.275 -0.443 0.195 -0.080
C -2.093 -4.856 1.790 0.060 -0.289 -0.237 -0.897
N -0.034 -2.419 -0.013 -0.418 1.464 -0.265 0.330
C 0.766 -3.000 -0.924 -0.137 -0.199 0.138 -0.040
C 1.005 -2.306 -2.139 -0.019 0.443 -0.482 0.072
C 1.791 -2.865 -3.119 -0.327 0.306 0.037 -0.978
C 2.390 -4.110 -2.908 -0.156 0.035 0.213 -0.436
C 2.206 -4.780 -1.701 0.003 -0.235 0.289 -0.886
C 1.426 -4.236 -0.708 -0.268 -0.489 -0.148 -0.002
H -3.120 -4.500 3.639 -0.096 -0.061 0.121 0.470
H -2.328 -2.176 3.855 0.054 0.077 0.047 0.518
H -0.817 -1.204 2.123 -0.180 -0.400 0.008 0.658
H -1.037 -4.918 -0.068 -0.101 -0.064 -0.133 0.677
H -2.443 -5.874 1.709 -0.105 -0.040 -0.066 0.459
H 0.488 -1.352 -2.305 0.237 -0.342 0.050 0.538
H 1.940 -2.357 -4.060 -0.044 0.056 -0.031 0.483
H 3.006 -4.550 -3.676 0.098 -0.056 -0.117 0.487
H 2.678 -5.738 -1.541 0.117 -0.019 0.042 0.476
H 1.317 -4.737 0.242 0.095 -0.028 0.140 0.695